(1)
Entry from the OMol25 dataset: C26H36N2O4 in the gas phase (the ωB97M-V functional and the def2-TZVPD basis).

Properties
* relative energy (zero: lowest compared OMol25 entry of this formula, charge and spin): 31.5 kcal/mol
* SMILES string: CC(C)(C)c1ccc(OC[C@H](O)CN(CCO)C[C@H](O)Cn2ccc3ccccc32)cc1
* charge: 0
* E_HOMO: -7.977 eV
* E: -1422.80785 Eh
* LUMO level: 0.7 eV
* orbital gap: 0.318 Ha

Last column: Mulliken charge in e.
Atoms and positions in Å:
C  -5.05  -1.81  -1.46  -1.67
C  -4.79  -1.29  -0.04  2.04
C  -5.52  -2.20  0.95  -2.21
C  -5.35  0.13  0.10  -1.56
C  -3.29  -1.25  0.20  0.30
C  -2.66  -1.96  1.22  -0.30
C  -1.29  -1.90  1.41  -0.77
C  -0.50  -1.12  0.57  -0.39
O  0.86  -0.99  0.76  -0.16
C  1.63  -2.17  0.80  -0.53
C  2.21  -2.58  -0.58  -0.11
O  3.37  -3.34  -0.41  -0.69
C  2.44  -1.35  -1.50  -1.30
N  3.39  -0.41  -0.94  0.71
C  4.77  -0.62  -1.33  -0.89
C  5.70  -0.78  -0.10  -0.50
O  5.04  -1.45  0.94  -0.71
C  2.97  0.96  -0.81  -0.07
C  3.37  1.53  0.57  0.52
O  3.14  0.58  1.58  -0.72
C  2.60  2.84  0.88  -1.55
N  1.19  2.64  1.05  0.37
C  0.61  2.17  2.20  -0.33
C  -0.74  2.10  2.06  -1.33
C  -1.04  2.55  0.74  1.06
C  -2.22  2.71  0.03  -0.53
C  -2.15  3.17  -1.27  -0.64
C  -0.92  3.48  -1.86  -0.96
C  0.26  3.33  -1.18  -0.44
C  0.20  2.87  0.13  0.38
C  -1.11  -0.39  -0.44  -0.10
C  -2.48  -0.46  -0.62  -0.78
H  -4.61  -1.16  -2.21  0.34
H  -6.12  -1.86  -1.64  0.45
H  -4.63  -2.81  -1.58  0.37
H  -5.39  -1.85  1.97  0.43
H  -6.58  -2.19  0.73  0.43
H  -5.17  -3.22  0.87  0.43
H  -6.43  0.12  -0.05  0.49
H  -4.91  0.81  -0.62  0.32
H  -5.15  0.52  1.10  0.34
H  -3.23  -2.57  1.89  0.46
H  -0.84  -2.45  2.22  0.54
H  1.06  -3.01  1.21  0.55
H  2.47  -1.98  1.48  0.21
H  1.49  -3.23  -1.09  0.55
H  4.03  -2.79  0.06  0.47
H  1.48  -0.87  -1.66  0.46
H  2.78  -1.74  -2.47  0.40
H  5.14  0.21  -1.95  0.40
H  4.83  -1.53  -1.93  0.46
H  6.56  -1.39  -0.37  0.44
H  6.06  0.19  0.24  0.30
H  4.34  -0.84  1.25  0.38
H  1.88  0.99  -0.87  -0.70
H  3.39  1.60  -1.60  0.30
H  4.44  1.75  0.60  0.35
H  2.25  0.22  1.45  0.41
H  2.77  3.55  0.07  0.45
H  3.01  3.26  1.80  0.41
H  1.23  1.93  3.05  0.45
H  -1.44  1.77  2.79  0.52
H  -3.17  2.48  0.49  0.47
H  -3.06  3.31  -1.84  0.45
H  -0.91  3.83  -2.88  0.41
H  1.20  3.58  -1.65  0.35
H  -0.52  0.23  -1.09  0.24
H  -2.91  0.12  -1.42  0.50

(2)
Entry from the OMol25 dataset: a molecular structure, C26H36N5O3SbSn in a non-equilibrium geometry (the ωB97M-V functional and the def2-TZVPD basis).

Properties
* relative energy (zero: lowest compared OMol25 entry of this formula, charge and spin): 0.0 kcal/mol
* charge: +2
* E_HOMO: -12.269 eV
* E: -1965.82486 Eh
* LUMO level: -5.5 eV
* orbital gap: 0.247 Ha

Last column: Mulliken charge in e.
Atoms and positions in Å:
Sn  12.70  10.96  9.13  0.95
O  11.50  10.72  10.94  -0.89
C  10.23  10.46  11.04  0.55
C  9.67  9.37  11.77  -0.81
C  8.30  9.21  11.75  -0.34
C  7.44  10.02  10.97  -0.71
C  7.96  11.00  10.18  -0.52
C  9.34  11.23  10.20  0.65
C  9.80  12.17  9.28  -0.27
N  11.01  12.26  8.77  -0.04
C  11.05  12.95  7.47  -0.48
C  12.46  13.44  7.18  -0.85
N  13.41  12.31  7.23  0.06
C  14.19  12.14  6.18  -0.69
C  15.52  11.57  6.25  0.64
C  16.57  12.37  5.72  -0.53
C  17.88  12.09  5.91  -0.63
C  18.23  10.88  6.58  -1.03
C  17.20  9.98  6.97  -0.44
C  15.85  10.29  6.82  0.69
O  14.84  9.41  7.11  -0.48
H  10.32  8.66  12.23  0.49
H  7.84  8.38  12.30  0.39
H  6.36  9.81  11.02  0.38
H  7.35  11.54  9.42  0.33
H  9.04  12.90  8.94  0.38
H  10.32  13.78  7.52  0.60
H  10.74  12.27  6.66  0.09
H  12.78  14.23  7.93  0.26
H  12.46  13.89  6.16  0.42
H  13.84  12.50  5.19  0.50
H  16.32  13.33  5.18  0.37
H  18.67  12.79  5.57  0.39
H  19.25  10.56  6.63  0.44
H  17.54  9.04  7.46  0.48
C  16.06  7.14  9.54  -0.97
C  14.82  6.77  8.75  -0.36
Sb  14.98  7.40  6.64  0.79
C  16.91  6.99  5.76  -0.42
C  17.05  5.49  5.63  -1.24
C  13.34  6.99  5.20  -0.14
C  12.97  5.50  5.06  -1.05
H  16.05  6.86  10.62  0.38
H  16.28  8.23  9.52  0.23
H  16.91  6.67  9.10  0.31
H  13.90  7.34  8.99  0.18
H  14.55  5.69  8.79  0.49
H  17.67  7.48  6.40  0.32
H  16.84  7.59  4.84  0.54
H  16.65  4.93  6.47  0.33
H  18.05  5.15  5.54  0.40
H  16.51  5.09  4.75  0.35
H  13.55  7.51  4.26  0.49
H  12.54  7.60  5.66  -0.13
H  13.82  4.97  4.63  0.30
H  12.04  5.35  4.50  0.37
H  12.93  5.10  6.10  0.30
C  7.75  6.87  6.06  -1.13
N  8.65  8.00  6.37  0.08
C  9.35  8.23  7.64  -0.52
C  10.35  9.33  7.18  0.60
O  11.37  9.56  7.90  -0.46
N  10.03  9.78  5.95  -0.59
C  9.04  8.91  5.49  0.31
N  8.50  8.98  4.25  -0.38
H  6.74  7.23  6.03  0.35
H  7.83  6.16  6.90  0.39
H  8.08  6.38  5.13  0.41
H  9.82  7.28  7.96  0.31
H  8.63  8.46  8.44  0.24
H  9.00  9.59  3.59  0.28
H  8.00  8.21  3.81  0.24

(3)
Entry from the OMol25 dataset: a molecular structure, C26H36N5O6PRuSe in a non-equilibrium geometry (the ωB97M-V functional and the def2-TZVPD basis).

Properties
* relative energy (zero: lowest compared OMol25 entry of this formula, charge and spin): 7.8 kcal/mol
* charge: 0
* E_HOMO (spin up / spin down): -6.938 / -7.513 eV
* E: -4575.24498 Eh
* 2S+1: 5
* LUMO level (spin up / spin down): 0.3 / -0.7 eV
* orbital gap (spin up / spin down): 0.266 / 0.251 Ha
* expectation value of S²: 6.071

Last column: Mulliken charge in e.
Atoms and positions in Å:
Ru  0.07  0.13  -0.21  0.75
N  -1.34  -0.54  1.47  -0.31
C  -1.46  -2.00  1.66  -0.47
C  -1.99  -2.63  0.37  -0.74
C  -1.17  -1.97  -0.74  0.29
O  0.07  -2.22  -0.73  -0.40
O  -1.74  -1.17  -1.51  -0.60
H  -0.88  -0.12  2.28  0.24
H  -2.26  -0.11  1.41  0.23
H  -2.09  -2.24  2.51  0.44
H  -0.45  -2.38  1.85  0.09
H  -3.05  -2.43  0.23  0.33
H  -1.81  -3.71  0.39  0.39
Se  0.61  2.13  1.93  0.01
C  -1.17  2.32  2.09  0.27
N  -2.32  2.36  2.24  -0.70
C  5.45  -3.06  2.60  -1.11
N  4.43  -2.58  1.69  0.04
N  3.56  -1.57  2.03  0.55
C  2.48  -1.58  1.16  0.19
O  1.56  -0.74  1.25  -0.08
C  2.72  -2.68  0.28  -0.79
C  3.89  -3.26  0.66  0.14
C  4.54  -4.49  0.13  -1.73
C  3.90  -0.51  2.91  -0.10
C  5.15  0.10  2.83  0.46
C  5.46  1.14  3.68  -0.82
C  4.51  1.61  4.59  -0.51
C  3.26  1.01  4.65  -0.63
C  2.95  -0.06  3.82  -0.34
H  5.42  -2.47  3.51  0.40
H  6.44  -2.96  2.16  0.34
H  5.28  -4.10  2.86  0.37
H  2.06  -2.94  -0.53  0.68
H  4.00  -4.84  -0.74  0.39
H  4.54  -5.28  0.88  0.35
H  5.58  -4.30  -0.16  0.34
H  5.87  -0.24  2.09  0.51
H  6.43  1.61  3.63  0.39
H  4.75  2.44  5.23  0.41
H  2.52  1.38  5.34  0.43
H  1.98  -0.53  3.86  0.31
C  -0.66  1.00  -3.74  -0.69
O  -0.69  2.10  -2.81  -0.44
P  -1.14  1.88  -1.29  0.85
O  -2.72  1.77  -1.46  -0.35
C  -3.66  1.13  -0.60  -0.49
O  -1.03  3.40  -0.83  -0.34
C  0.15  4.19  -1.02  -0.37
H  0.31  1.01  -4.24  0.23
H  -1.45  1.16  -4.47  0.37
H  -0.81  0.05  -3.24  0.21
H  -4.63  1.25  -1.08  0.32
H  -3.68  1.61  0.38  0.32
H  -3.43  0.07  -0.52  0.08
H  -0.05  5.15  -0.56  0.28
H  0.35  4.31  -2.08  0.24
H  1.01  3.73  -0.53  -0.03
C  1.53  -1.28  -3.71  -1.77
C  2.70  -0.48  -3.22  1.40
C  3.91  -0.55  -3.88  -0.87
C  5.01  0.19  -3.47  -0.70
C  4.91  1.02  -2.36  -0.81
C  3.73  1.14  -1.66  1.01
C  3.63  2.03  -0.46  -0.98
C  2.57  0.39  -2.07  -0.02
N  1.45  0.53  -1.40  -0.01
H  1.05  -0.81  -4.57  0.33
H  0.79  -1.40  -2.92  -0.04
H  1.86  -2.27  -4.02  0.54
H  3.99  -1.20  -4.75  0.47
H  5.95  0.12  -4.01  0.42
H  5.78  1.58  -2.02  0.44
H  4.61  2.28  -0.07  0.44
H  3.03  1.56  0.32  -0.24
H  3.13  2.97  -0.73  0.19

(4)
Entry from the OMol25 dataset: a molecular structure, C26H37B2BrCaCl3F5LiMgN2O10 in a non-equilibrium geometry (the ωB97M-V functional and the def2-TZVPD basis).

Properties
* charge: +1
* E_HOMO: -9.813 eV
* E: -7263.01272 Eh
* LUMO level: -8.3 eV
* orbital gap: 0.057 Ha

Last column: Mulliken charge in e.
Atoms and positions in Å:
C  -4.15  0.54  -3.25  -0.69
C  -2.72  1.05  -3.73  1.65
B  -1.67  -0.18  -3.98  0.50
O  -2.10  -1.28  -4.72  -0.56
N  -0.28  -0.13  -3.38  0.12
C  0.73  0.61  -4.01  -0.29
C  2.09  0.76  -3.48  -0.10
C  3.10  1.65  -4.27  0.31
C  4.38  0.91  -4.80  -0.96
F  2.44  2.29  -5.39  -0.39
C  2.44  0.08  -2.18  0.45
C  3.82  0.15  -1.42  0.06
O  4.92  -0.06  -1.87  -0.35
O  3.75  0.50  -0.05  -0.25
C  1.36  -0.72  -1.54  0.49
C  0.00  -0.80  -2.18  -0.11
C  -1.07  -1.63  -1.37  -0.77
C  -1.94  -0.70  -0.42  0.05
C  -1.11  0.47  0.22  -0.80
N  -0.07  -0.06  1.14  -0.02
C  -0.31  0.32  2.56  -1.60
C  -1.67  -0.35  3.01  0.69
C  -2.80  0.59  3.29  -0.34
C  -4.11  0.04  3.68  -0.86
C  -4.21  -1.45  3.78  -0.39
C  -3.10  -2.38  3.50  -0.75
C  -1.77  -1.82  3.11  0.57
O  -0.65  -2.58  2.80  -0.59
H  -4.49  1.09  -2.32  0.41
H  -4.95  0.66  -4.05  -0.01
H  -4.03  -0.54  -2.91  0.26
H  -2.90  1.58  -4.73  -1.65
H  -2.31  1.78  -2.96  0.38
H  -1.81  -2.10  -4.25  0.40
H  0.46  1.14  -4.97  0.38
H  3.39  2.50  -3.58  0.46
H  4.22  -0.21  -4.67  0.41
H  5.25  1.20  -4.11  0.06
H  4.68  1.20  -5.83  0.39
H  3.07  1.21  0.02  0.18
H  1.55  -1.27  -0.56  -0.29
H  -1.70  -2.30  -2.04  0.55
H  -0.49  -2.36  -0.72  0.11
H  -2.80  -0.30  -1.03  -0.06
H  -2.39  -1.35  0.39  0.24
H  -1.86  1.16  0.73  0.33
H  -0.58  1.13  -0.54  0.42
H  0.83  0.35  0.87  -0.04
H  -0.37  1.46  2.58  0.86
H  0.56  0.00  3.20  0.50
H  -2.69  1.70  3.18  0.41
H  -4.98  0.72  3.86  0.41
H  -5.21  -1.89  4.05  0.40
H  -3.18  -3.50  3.55  0.45
H  -0.37  -2.43  1.87  0.26
Cl  6.77  0.54  -3.29  -0.23
Li  1.78  1.33  3.60  0.83
C  -3.44  -0.02  8.93  -0.38
C  -2.49  -0.55  7.89  -0.34
O  -3.04  -0.06  6.68  -0.16
C  -3.79  1.04  6.98  0.58
O  -4.25  1.79  6.18  -0.50
O  -3.93  1.17  8.33  -0.34
H  -2.94  0.20  9.88  0.31
H  -4.28  -0.69  9.12  0.26
H  -1.48  -0.16  8.00  0.27
H  -2.44  -1.64  7.89  0.31
Br  2.96  3.15  2.00  -0.68
Mg  -5.30  2.08  -5.26  0.44
C  3.85  -3.01  0.38  -0.29
Cl  2.08  -3.00  0.19  -0.13
Cl  4.38  -4.54  1.05  -0.01
H  4.31  -2.87  -0.59  0.25
H  4.14  -2.21  1.05  0.27
O  4.37  5.39  4.36  -0.32
H  4.10  4.90  3.58  0.29
B  4.00  -8.17  0.57  0.63
F  3.61  -7.26  -0.46  -0.41
F  2.86  -8.56  1.32  -0.41
F  4.61  -9.31  -0.01  -0.39
F  4.93  -7.52  1.44  -0.42
C  1.33  4.97  -5.02  -0.17
C  1.29  6.24  -4.15  0.55
O  2.08  7.13  -4.49  -0.57
O  0.45  6.20  -3.23  -0.63
H  2.07  5.05  -5.81  0.32
H  1.58  4.11  -4.40  -0.20
H  0.35  4.80  -5.48  0.07
Ca  -2.78  3.01  -7.31  0.88

(5)
Entry from the OMol25 dataset: a molecular structure, C26H37Cl3N6OPdS (the ωB97M-V functional and the def2-TZVPD basis).

Properties
* relative energy (zero: lowest compared OMol25 entry of this formula, charge and spin): 0.0 kcal/mol
* charge: +2
* E_HOMO: -12.779 eV
* E: -3322.91531 Eh
* LUMO level: -5.4 eV
* orbital gap: 0.269 Ha

Last column: Mulliken charge in e.
Atoms and positions in Å:
Pd  2.05  0.28  0.74  0.82
C  0.84  -0.99  3.24  -0.88
C  0.39  -1.85  2.07  -0.57
N  1.09  -1.54  0.78  0.81
C  2.05  -2.63  0.40  -0.72
C  2.95  -2.26  -0.77  -1.04
N  3.94  -1.25  -0.39  0.02
C  4.39  -0.34  -1.46  -0.38
C  5.00  0.95  -0.92  -0.93
C  4.06  2.10  -0.57  -0.62
N  3.25  1.96  0.69  -0.17
C  4.09  1.99  1.92  -0.73
C  3.41  1.22  3.03  -0.69
N  3.07  -0.12  2.50  -0.26
C  2.34  -0.98  3.48  -0.99
H  0.35  -1.37  4.13  0.58
H  0.49  0.04  3.11  0.21
H  -0.68  -1.70  1.91  0.33
H  0.53  -2.90  2.30  0.46
H  0.39  -1.50  0.05  -0.40
H  1.48  -3.53  0.16  0.49
H  2.66  -2.85  1.28  0.44
H  2.34  -1.87  -1.59  0.17
H  3.41  -3.18  -1.15  0.52
H  4.76  -1.72  -0.01  0.39
H  3.52  -0.09  -2.07  -0.08
H  5.10  -0.83  -2.12  0.49
H  5.65  1.35  -1.70  0.49
H  5.68  0.72  -0.09  0.26
H  3.34  2.25  -1.38  0.37
H  4.64  3.02  -0.48  0.47
H  2.63  2.77  0.71  0.30
H  4.30  3.02  2.22  0.45
H  5.04  1.52  1.68  0.27
H  2.48  1.70  3.34  0.37
H  4.06  1.14  3.90  0.47
H  3.93  -0.59  2.23  0.26
H  2.56  -0.61  4.49  0.44
H  2.75  -1.99  3.42  0.45
Cl  -1.83  -4.52  -2.37  -0.20
C  -2.28  -2.89  -2.02  -0.01
C  -1.96  -2.34  -0.78  -0.91
C  -2.31  -1.03  -0.51  0.33
C  -2.99  -0.25  -1.43  0.58
C  -3.36  1.18  -1.09  -0.93
C  -2.40  2.17  -1.74  -1.62
N  -1.02  1.70  -1.65  0.23
C  -0.34  1.08  -2.67  -1.03
C  0.80  0.58  -2.13  -0.76
N  0.82  0.88  -0.78  0.74
C  -0.31  1.55  -0.53  -0.70
O  -3.32  1.40  0.30  -0.47
C  -4.40  0.82  1.07  -0.68
C  -5.72  0.85  0.37  -0.11
C  -6.33  -0.23  -0.20  0.81
Cl  -5.78  -1.86  -0.18  -0.17
S  -7.79  0.17  -1.00  -0.15
C  -7.60  1.82  -0.57  -0.35
C  -6.47  2.04  0.14  -0.87
C  -3.32  -0.83  -2.65  0.58
Cl  -4.21  0.08  -3.83  -0.17
C  -2.97  -2.14  -2.96  -0.72
H  -1.48  -2.97  -0.03  0.56
H  -2.09  -0.61  0.46  0.49
H  -4.36  1.40  -1.48  0.96
H  -2.50  3.14  -1.25  0.39
H  -2.63  2.27  -2.80  0.44
H  -0.73  1.05  -3.67  0.47
H  1.58  0.03  -2.62  0.57
H  -0.64  1.90  0.43  0.52
H  -4.45  1.43  1.98  0.57
H  -4.14  -0.20  1.34  0.32
H  -8.36  2.54  -0.86  0.46
H  -6.18  3.01  0.52  0.42
H  -3.24  -2.57  -3.91  0.53

(6)
Entry from the OMol25 dataset: a molecular structure, C26H37CoN7O2PS2 (the ωB97M-V functional and the def2-TZVPD basis).

Properties
* relative energy (zero: lowest compared OMol25 entry of this formula, charge and spin): 0.0 kcal/mol
* charge: +1
* E_HOMO (spin up / spin down): -9.637 / -10.614 eV
* E: -4067.12619 Eh
* 2S+1: 6
* LUMO level (spin up / spin down): -2.1 / -4.3 eV
* orbital gap (spin up / spin down): 0.277 / 0.234 Ha
* expectation value of S²: 8.765

Last column: Mulliken charge in e.
Atoms and positions in Å:
Co  0.04  -0.69  -0.41  0.81
C  0.78  -0.63  2.62  -1.11
N  0.43  0.37  1.62  0.19
C  1.41  1.43  1.41  -1.32
C  1.20  1.99  0.04  -0.07
N  0.59  1.32  -0.90  1.53
C  0.63  2.12  -2.04  -0.69
C  0.15  1.89  -3.32  0.15
C  0.36  2.88  -4.26  -0.94
C  1.03  4.06  -3.94  -0.66
C  1.52  4.30  -2.67  -0.91
C  1.31  3.30  -1.73  0.58
N  1.64  3.19  -0.39  -0.06
C  0.07  -1.90  2.28  0.16
N  -0.40  -2.15  1.08  0.62
C  -0.94  -3.43  1.14  -0.17
C  -1.56  -4.19  0.15  -0.36
C  -2.01  -5.44  0.51  -0.80
C  -1.86  -5.93  1.82  -0.47
C  -1.24  -5.19  2.80  -1.04
C  -0.78  -3.93  2.44  0.67
N  -0.14  -2.93  3.14  -0.08
H  1.86  -0.82  2.55  0.35
H  0.56  -0.32  3.65  0.46
H  -0.48  0.77  1.82  0.08
H  2.41  0.98  1.45  0.32
H  1.37  2.22  2.17  0.49
H  -0.34  0.95  -3.56  0.24
H  0.00  2.74  -5.27  0.46
H  1.17  4.81  -4.71  0.42
H  2.04  5.22  -2.43  0.47
H  2.14  3.87  0.16  0.26
H  -1.65  -3.82  -0.86  0.28
H  -2.49  -6.07  -0.23  0.44
H  -2.23  -6.92  2.06  0.41
H  -1.12  -5.58  3.81  0.43
H  0.14  -2.95  4.11  0.24
C  2.48  -2.89  -6.33  -1.18
C  1.41  -2.89  -5.27  -0.05
O  2.05  -2.94  -3.96  -0.30
P  1.72  -1.89  -2.80  0.15
S  2.45  -1.31  -0.30  -0.14
S  -0.28  -1.80  -2.51  -0.62
O  2.01  -0.43  -3.44  0.02
C  3.36  -0.01  -3.70  -0.60
C  3.72  1.12  -2.76  -0.59
H  2.02  -2.92  -7.32  0.37
H  3.13  -3.76  -6.22  0.31
H  3.10  -1.99  -6.27  0.24
H  0.77  -3.77  -5.33  0.36
H  0.79  -2.00  -5.33  0.22
H  3.37  0.34  -4.74  0.27
H  4.04  -0.85  -3.62  0.44
H  3.01  1.94  -2.86  0.06
H  4.72  1.50  -3.01  0.51
H  3.73  0.77  -1.73  0.04
C  -2.41  1.51  -0.32  -0.56
C  -3.91  1.92  -0.25  -0.96
N  -4.76  0.75  -0.26  -0.15
C  -4.46  -0.06  0.92  -0.93
C  -2.96  -0.47  0.92  -0.60
N  -2.28  0.04  -0.29  1.24
C  -3.01  -0.50  -1.47  -0.84
C  -4.48  -0.04  -1.45  -0.86
H  -1.85  1.93  0.52  0.30
H  -1.94  1.86  -1.24  0.20
H  -4.17  2.55  -1.10  0.37
H  -4.12  2.50  0.65  0.28
H  -5.10  -0.94  0.91  0.33
H  -4.71  0.52  1.81  0.30
H  -2.85  -1.55  0.94  0.25
H  -2.45  -0.07  1.80  0.39
H  -2.92  -1.59  -1.44  0.37
H  -2.49  -0.16  -2.36  0.32
H  -5.16  -0.89  -1.47  0.32
H  -4.71  0.58  -2.32  0.32